The following is a DFT calculation (wB97M-V/def2-TZVPD) of a cluster of 2 separate species, C4H8O2 in total.

The value obtained for the frontier orbital gap is 10.8 eV. For the LUMO energy, the calculation gives 0.9 eV. As for the HOMO energy: -9.93 eV. The value obtained for the energy relative to the best compared isomer or geometry (same formula, charge and spin) is 2.9710 eV. The SMILES is CC(=O)[C@H]1CO1.[H][H]. The calculation puts the largest force on an atom at 0.5 eV Å⁻¹. Its molecular weight is 88.11 g/mol. The value obtained for the total energy is -8370.3107 eV.

Each line ends with the Löwdin charge.
Atoms and positions in Å:
C (1.818, -1.074, 0.392)  -0.01
C (0.800, 0.009, 0.129)  -0.40
O (0.886, 1.115, 0.611)  0.07
C (-0.355, -0.381, -0.761)  -0.24
C (-1.728, -0.269, -0.244)  -0.10
O (-1.216, 0.654, -1.181)  -0.03
H (2.396, -1.268, -0.519)  0.09
H (2.494, -0.748, 1.184)  0.09
H (1.327, -2.011, 0.677)  0.09
H (-1.156, 3.219, 0.729)  0.04
H (-0.743, 2.726, 0.353)  0.02
H (-0.145, -1.145, -1.512)  0.15
H (-1.886, 0.125, 0.760)  0.12
H (-2.490, -0.953, -0.619)  0.12

The following is a DFT calculation (wB97M-V/def2-TZVPD) of a cluster of 13 separate species, C51H78F5N5O8S3 in total in a non-equilibrium geometry.

The value obtained for the frontier orbital gap is 9.1 eV. For the LUMO energy, the calculation gives 0.3 eV. As for the HOMO energy: -8.80 eV. The value obtained for the energy relative to the best compared isomer or geometry (same formula, charge and spin) is 0.0000 eV. The calculation puts the largest force on an atom at 3.2 eV Å⁻¹. Its molecular weight is 1080.40 g/mol. The value obtained for the total energy is -124074.5910 eV.

Each line ends with the Löwdin charge.
Atoms and positions in Å:
C (-6.184, 0.838, -1.178)  -0.27
S (-4.763, 1.672, -1.743)  0.81
O (-4.377, 1.183, -3.118)  -0.55
C (-5.597, 3.180, -2.103)  -0.28
H (-6.501, 1.135, -0.222)  0.05
H (-5.925, -0.211, -1.195)  0.04
H (-7.011, 0.976, -1.818)  0.05
H (-4.854, 3.932, -2.453)  0.06
H (-6.149, 3.514, -1.223)  0.05
H (-6.376, 2.922, -2.907)  0.09
C (4.918, 0.955, 2.194)  -0.29
S (6.571, 1.426, 1.867)  0.82
O (6.595, 2.812, 1.235)  -0.57
C (7.023, 1.629, 3.660)  -0.23
H (4.935, 0.269, 3.034)  0.05
H (4.585, 0.442, 1.270)  0.04
H (4.357, 1.897, 2.351)  0.05
H (8.091, 1.833, 3.727)  0.04
H (6.683, 0.747, 4.214)  0.05
H (6.455, 2.486, 4.028)  0.05
C (3.683, 3.874, -0.393)  -0.23
S (4.080, 2.702, -1.656)  0.78
O (3.598, 1.385, -1.188)  -0.56
C (3.018, 3.180, -2.942)  -0.25
H (4.011, 4.837, -0.798)  0.07
H (4.325, 3.610, 0.455)  0.03
H (2.632, 3.758, -0.261)  0.05
H (3.132, 4.262, -2.999)  0.07
H (2.015, 2.855, -2.551)  0.05
H (3.384, 2.608, -3.794)  0.06
F (2.459, -0.562, 6.149)  0.05
C (2.507, 0.516, 5.335)  -0.27
C (1.804, 0.458, 4.121)  0.01
C (1.770, 1.638, 3.376)  -0.07
C (2.454, 2.814, 3.747)  -0.11
C (3.288, 2.812, 4.868)  -0.07
C (3.256, 1.631, 5.649)  -0.02
H (1.259, -0.432, 3.884)  0.10
H (1.353, 1.629, 2.383)  0.08
H (2.417, 3.686, 3.105)  0.10
H (3.846, 3.671, 5.112)  0.09
H (3.759, 1.550, 6.596)  0.11
F (3.023, -3.745, 3.801)  0.03
C (3.926, -3.178, 2.943)  -0.27
C (5.208, -3.099, 3.426)  -0.01
C (6.155, -2.590, 2.545)  -0.10
C (5.820, -2.188, 1.292)  -0.11
C (4.515, -2.318, 0.835)  -0.07
C (3.522, -2.764, 1.697)  -0.01
H (5.478, -3.470, 4.400)  0.12
H (7.205, -2.609, 2.841)  0.12
H (6.622, -1.863, 0.645)  0.11
H (4.125, -2.046, -0.113)  0.08
H (2.478, -2.994, 1.331)  0.14
F (-3.873, 4.801, 0.076)  0.05
C (-3.499, 4.887, 1.360)  -0.30
C (-4.355, 5.428, 2.274)  -0.03
C (-3.955, 5.558, 3.614)  -0.09
C (-2.707, 5.090, 4.030)  -0.10
C (-1.895, 4.443, 3.104)  -0.08
C (-2.260, 4.374, 1.763)  0.00
H (-5.314, 5.780, 1.900)  0.12
H (-4.648, 6.053, 4.282)  0.10
H (-2.453, 5.305, 5.097)  0.12
H (-0.947, 4.032, 3.455)  0.10
H (-1.727, 3.830, 0.983)  0.09
F (-0.826, 0.286, -8.840)  0.03
C (-1.042, 0.115, -7.494)  -0.27
C (-0.015, -0.139, -6.623)  -0.02
C (-0.321, -0.329, -5.289)  -0.07
C (-1.656, -0.345, -4.887)  -0.10
C (-2.691, -0.111, -5.774)  -0.09
C (-2.378, 0.172, -7.090)  -0.02
H (0.987, -0.255, -7.048)  0.13
H (0.409, -0.502, -4.557)  0.08
H (-1.877, -0.556, -3.837)  0.08
H (-3.688, -0.061, -5.407)  0.09
H (-3.154, 0.399, -7.847)  0.13
F (-1.109, -1.002, 6.526)  0.05
C (-1.208, -1.811, 5.456)  -0.31
C (-2.407, -1.845, 4.756)  0.00
C (-2.464, -2.700, 3.631)  -0.10
C (-1.336, -3.361, 3.227)  -0.11
C (-0.215, -3.453, 4.051)  -0.05
C (-0.125, -2.592, 5.184)  -0.02
H (-3.267, -1.179, 5.105)  0.14
H (-3.390, -2.650, 3.065)  0.09
H (-1.326, -4.073, 2.427)  0.08
H (0.590, -4.124, 3.748)  0.10
H (0.746, -2.718, 5.826)  0.12
C (0.634, -0.346, 0.509)  0.01
C (-0.779, 0.110, 0.835)  -0.54
O (-1.024, 1.248, 1.260)  0.01
N (-1.763, -0.762, 0.572)  0.03
C (-3.106, -0.487, 0.954)  -0.07
H (0.800, -0.925, -0.409)  0.06
H (0.990, -1.008, 1.316)  0.07
H (1.377, 0.488, 0.431)  0.08
H (-1.462, -1.669, 0.189)  0.10
H (-3.228, -0.370, 2.048)  0.09
H (-3.785, -1.234, 0.526)  0.07
H (-3.368, 0.455, 0.469)  0.05
C (-1.802, -2.839, -2.211)  0.00
C (-0.818, -3.742, -1.501)  -0.53
O (-0.629, -3.608, -0.296)  0.01
N (-0.339, -4.757, -2.303)  0.01
C (0.623, -5.718, -1.811)  -0.08
H (-1.391, -1.850, -2.149)  0.06
H (-2.736, -2.710, -1.598)  0.09
H (-2.071, -3.099, -3.215)  0.08
H (-0.485, -4.782, -3.308)  0.14
H (1.507, -5.762, -2.472)  0.09
H (0.180, -6.711, -1.734)  0.08
H (0.982, -5.441, -0.778)  0.10
C (-6.989, -2.826, 1.146)  0.00
C (-5.743, -3.289, 0.441)  -0.58
O (-5.342, -2.734, -0.594)  0.00
N (-5.147, -4.350, 0.978)  0.03
C (-3.818, -4.790, 0.489)  -0.03
H (-7.179, -1.775, 0.838)  0.09
H (-6.837, -2.866, 2.248)  0.09
H (-7.843, -3.430, 0.863)  0.08
H (-5.633, -4.841, 1.708)  0.14
H (-3.299, -3.967, 0.053)  0.04
H (-3.843, -5.657, -0.155)  0.09
H (-3.303, -5.149, 1.359)  0.07
C (-2.182, 3.725, -5.444)  0.00
C (-1.500, 3.876, -4.074)  -0.49
O (-0.717, 4.809, -3.739)  -0.01
N (-1.715, 2.755, -3.318)  0.01
C (-1.045, 2.598, -2.006)  -0.05
H (-1.374, 3.480, -6.110)  0.08
H (-2.678, 4.654, -5.733)  0.08
H (-2.926, 2.975, -5.555)  0.05
H (-2.486, 2.126, -3.549)  0.07
H (0.037, 2.757, -2.171)  0.06
H (-1.236, 1.558, -1.645)  0.08
H (-1.280, 3.360, -1.248)  0.07
C (5.783, -0.426, -2.827)  0.01
C (4.810, -1.583, -3.223)  -0.51
O (5.023, -2.652, -3.772)  0.03
N (3.558, -1.322, -2.707)  -0.01
C (2.623, -2.422, -2.762)  -0.09
H (5.763, -0.363, -1.751)  0.06
H (5.444, 0.554, -3.236)  0.07
H (6.773, -0.664, -3.123)  0.06
H (3.460, -0.425, -2.251)  0.08
H (1.686, -2.044, -2.442)  0.04
H (3.004, -3.154, -1.988)  0.09
H (2.642, -2.983, -3.728)  0.10

The following is a DFT calculation (wB97M-V/def2-TZVPD) of a structure of composition C2H6N2S in a non-equilibrium geometry.

The value obtained for the frontier orbital gap is 9.5 eV. For the LUMO energy, the calculation gives 0.2 eV. As for the HOMO energy: -9.36 eV. The value obtained for the energy relative to the best compared isomer or geometry (same formula, charge and spin) is 4.5141 eV. The calculation puts the largest force on an atom at 7.9 eV Å⁻¹. Its molecular weight is 90.15 g/mol. The value obtained for the total energy is -15982.2844 eV.

Each line ends with the Löwdin charge.
Atoms and positions in Å:
C (0.359, -0.311, -1.243)  -0.14
C (0.605, 0.346, 0.093)  -0.53
H (-0.677, 0.223, -1.653)  0.11
H (0.180, -1.370, -0.911)  0.05
H (1.303, -0.450, -2.045)  0.14
H (1.749, 1.254, 1.414)  0.06
H (-0.449, 0.611, 1.905)  0.16
H (-1.818, -1.757, 0.665)  -0.02
N (1.810, 0.746, 0.471)  0.09
N (-0.805, 0.884, 0.660)  -0.43
S (-2.256, -0.175, 0.645)  0.51

The following is a DFT calculation (wB97M-V/def2-TZVPD) of a structure of composition C48H67N7O6PSiSr in a non-equilibrium geometry.

The value obtained for the frontier orbital gap (spin up / spin down) is 3.5 / 3.9 eV. As for the net charge: -1. For the LUMO energy (spin up / spin down), the calculation gives 0.8 / 0.8 eV. As for the HOMO energy (spin up / spin down): -2.73 / -3.10 eV. The value obtained for the energy relative to the best compared isomer or geometry (same formula, charge and spin) is 1.2118 eV. The calculation puts the largest force on an atom at 3.6 eV Å⁻¹. Its molecular weight is 984.79 g/mol. The value obtained for the total energy is -91588.6346 eV.

Each line ends with the Löwdin charge.
Atoms and positions in Å:
Sr (1.355, 0.491, -0.199)  1.50
N (2.560, 3.358, 10.090)  0.12
C (2.375, 2.989, 9.013)  -0.22
C (2.151, 2.531, 7.684)  -0.26
C (3.194, 2.511, 6.744)  -0.04
C (2.974, 2.059, 5.466)  -0.03
C (1.699, 1.618, 5.035)  -0.17
C (0.663, 1.657, 5.997)  -0.05
C (0.883, 2.090, 7.284)  -0.05
C (1.496, 1.132, 3.685)  -0.11
C (2.508, 0.243, 3.162)  -0.35
C (3.419, -0.502, 3.949)  -0.10
C (4.147, -1.309, 3.071)  -0.12
C (3.651, -1.031, 1.800)  -0.21
N (2.654, -0.119, 1.839)  -0.08
C (0.273, 1.470, 2.999)  -0.31
C (-0.694, 2.408, 3.427)  -0.08
C (-1.708, 2.420, 2.468)  -0.13
C (-1.316, 1.513, 1.488)  -0.26
N (-0.132, 0.924, 1.791)  -0.08
H (4.173, 2.867, 7.041)  0.11
H (3.779, 2.059, 4.745)  0.12
H (-0.317, 1.298, 5.714)  0.10
H (0.079, 2.088, 8.011)  0.11
H (3.515, -0.470, 5.024)  0.09
H (4.933, -2.006, 3.323)  0.07
H (3.971, -1.456, 0.859)  0.08
H (-0.640, 3.039, 4.299)  0.09
H (-2.605, 3.021, 2.482)  0.08
H (-1.818, 1.282, 0.556)  0.09
O (2.326, 4.468, -4.488)  0.10
C (3.463, 3.773, -4.674)  -0.50
O (4.315, 4.141, -5.440)  0.10
C (3.494, 2.528, -3.854)  -0.17
C (3.323, 1.290, -4.465)  -0.01
C (3.057, 0.168, -3.710)  -0.01
C (2.985, 0.245, -2.307)  -0.36
C (3.198, 1.499, -1.710)  -0.13
C (3.426, 2.622, -2.472)  -0.03
N (2.717, -0.846, -1.516)  -0.12
C (3.211, -2.027, -1.885)  -0.14
C (2.941, -3.260, -1.254)  -0.29
C (3.716, -4.394, -1.629)  -0.05
C (3.521, -5.599, -1.018)  -0.11
C (2.545, -5.693, -0.016)  -0.11
C (1.830, -4.547, 0.289)  -0.19
N (1.977, -3.360, -0.289)  0.11
H (1.712, 3.918, -3.951)  0.06
H (3.360, 1.223, -5.546)  0.12
H (2.849, -0.778, -4.192)  0.11
H (3.191, 1.575, -0.629)  0.06
H (3.550, 3.588, -1.997)  0.13
H (3.940, -2.064, -2.696)  0.11
H (4.469, -4.278, -2.400)  0.10
H (4.118, -6.461, -1.291)  0.09
H (2.360, -6.625, 0.501)  0.08
H (1.089, -4.587, 1.075)  0.07
N (-1.044, -3.441, 4.938)  0.05
C (0.146, -2.511, 4.965)  -0.09
C (0.054, -1.636, 3.734)  -0.20
N (0.072, -2.501, 2.579)  -0.01
C (-1.112, -3.319, 2.499)  -0.21
C (-1.069, -4.274, 3.684)  -0.10
H (-1.877, -2.847, 4.930)  0.17
H (-1.070, -4.029, 5.768)  0.17
H (1.050, -3.115, 4.921)  0.14
H (0.119, -1.934, 5.888)  0.13
H (0.922, -0.978, 3.701)  0.09
H (-0.854, -1.006, 3.791)  0.13
H (0.327, -1.995, 1.742)  0.09
H (-1.121, -3.900, 1.578)  0.11
H (-2.051, -2.743, 2.541)  0.10
H (-0.146, -4.850, 3.655)  0.13
H (-1.932, -4.937, 3.724)  0.13
C (-4.069, -0.302, -1.803)  -0.16
Si (-3.448, -1.661, -0.655)  0.54
C (-4.617, -3.150, -0.813)  -0.20
C (-3.621, -1.099, 1.151)  -0.18
H (-4.860, 0.289, -1.337)  0.03
H (-4.456, -0.705, -2.742)  0.03
H (-3.244, 0.374, -2.045)  0.02
H (-5.632, -2.855, -0.533)  0.03
H (-4.315, -3.969, -0.155)  0.02
H (-4.656, -3.541, -1.832)  0.02
H (-4.073, -1.876, 1.775)  0.02
H (-4.254, -0.213, 1.227)  0.03
H (-2.648, -0.824, 1.566)  0.00
C (-1.463, -4.454, -1.762)  -0.07
C (-1.223, -2.990, -2.128)  -0.46
C (-1.917, -2.626, -3.438)  -0.07
C (-1.628, -2.027, -0.999)  -0.21
H (-1.208, -5.105, -2.601)  0.08
H (-2.511, -4.626, -1.505)  0.05
H (-0.838, -4.745, -0.915)  0.06
H (-0.144, -2.865, -2.271)  0.12
H (-2.995, -2.806, -3.373)  0.06
H (-1.528, -3.223, -4.265)  0.08
H (-1.756, -1.570, -3.667)  0.06
H (-1.207, -1.053, -1.262)  0.05
H (-1.112, -2.332, -0.085)  0.05
C (-0.951, 2.737, -5.583)  -0.03
C (-1.895, 1.743, -4.911)  -0.62
C (-3.237, 2.405, -4.602)  -0.02
C (-2.109, 0.543, -5.827)  -0.03
O (-1.348, 1.190, -3.705)  -0.16
P (-0.483, 1.908, -2.557)  0.31
O (0.640, 2.716, -3.094)  -0.26
O (-0.208, 0.781, -1.601)  -0.53
O (-1.582, 2.881, -1.886)  -0.16
C (-1.313, 4.192, -1.347)  -0.61
C (-0.097, 4.197, -0.421)  -0.01
C (-1.127, 5.205, -2.474)  -0.03
C (-2.568, 4.539, -0.553)  -0.02
H (-1.327, 2.978, -6.578)  0.09
H (0.047, 2.306, -5.670)  0.09
H (-0.871, 3.656, -5.004)  0.07
H (-3.624, 2.898, -5.496)  0.09
H (-3.117, 3.141, -3.809)  0.07
H (-3.957, 1.657, -4.265)  0.08
H (-2.568, 0.861, -6.765)  0.09
H (-2.760, -0.186, -5.342)  0.07
H (-1.153, 0.064, -6.043)  0.09
H (0.798, 3.919, -0.982)  0.07
H (-0.246, 3.503, 0.406)  0.07
H (0.047, 5.199, -0.014)  0.10
H (-0.214, 5.005, -3.033)  0.07
H (-1.068, 6.211, -2.056)  0.09
H (-1.978, 5.164, -3.158)  0.08
H (-2.684, 3.840, 0.273)  0.06
H (-3.445, 4.472, -1.200)  0.09
H (-2.494, 5.553, -0.158)  0.09